Record 1
Density functional theory data (ωB97M-V/def2-TZVPD) for a molecular structure, C34H59As2Ge2IO3PdSi3.

Element x y z (Å)
Pd  -0.393  0.604  0.296
I  -1.179  -5.042  5.446
C  -1.761  -3.713  3.946
C  -3.087  -3.672  3.536
C  -3.464  -2.781  2.541
C  -2.523  -1.956  1.938
C  -1.200  -2.002  2.364
C  -0.816  -2.873  3.372
C  -2.958  -1.042  0.825
O  -4.097  -0.605  0.800
O  -2.084  -0.819  -0.123
H  -3.818  -4.329  3.988
H  -4.495  -2.730  2.215
H  -0.466  -1.349  1.907
H  0.212  -2.899  3.708
C  -1.553  -4.325  -0.348
Ge  -1.862  -3.091  -1.823
C  -3.673  -2.471  -2.113
C  -1.106  -3.776  -3.495
Ge  -0.200  -0.841  -1.513
C  -1.111  -0.069  -3.041
C  -2.130  0.858  -2.804
C  -2.825  1.420  -3.864
C  -2.516  1.061  -5.169
C  -1.514  0.130  -5.414
C  -0.818  -0.437  -4.356
C  1.331  -1.999  -1.890
C  2.111  -1.848  -3.034
C  3.115  -2.764  -3.328
C  3.328  -3.854  -2.496
C  2.556  -4.012  -1.350
C  1.571  -3.085  -1.046
H  -2.486  -4.847  -0.123
H  -1.231  -3.820  0.558
H  -0.805  -5.058  -0.651
H  -4.220  -3.286  -2.597
H  -3.655  -1.616  -2.789
H  -4.184  -2.185  -1.196
H  -1.433  -4.816  -3.581
H  -0.018  -3.762  -3.500
H  -1.495  -3.224  -4.349
H  -2.395  1.116  -1.786
H  -3.615  2.134  -3.670
H  -3.059  1.500  -5.995
H  -1.278  -0.161  -6.430
H  -0.056  -1.176  -4.569
H  1.947  -1.013  -3.706
H  3.716  -2.636  -4.219
H  4.096  -4.578  -2.736
H  2.728  -4.853  -0.691
H  0.977  -3.216  -0.148
C  5.184  2.038  -0.063
Si  3.953  0.907  -0.886
C  4.498  -0.856  -0.729
C  3.850  1.455  -2.662
As  1.959  1.187  0.406
Si  2.377  1.273  2.747
C  4.079  1.834  3.245
C  1.118  2.471  3.407
C  2.075  -0.462  3.396
Si  1.032  3.205  -0.270
C  2.304  4.566  0.002
C  0.692  3.062  -2.100
C  -0.546  3.759  0.570
H  6.016  2.143  -0.768
H  5.598  1.625  0.854
H  4.803  3.037  0.138
H  5.355  -1.047  -1.380
H  3.705  -1.541  -1.013
H  4.801  -1.073  0.297
H  4.869  1.376  -3.053
H  3.544  2.495  -2.767
H  3.206  0.828  -3.277
H  4.373  2.787  2.806
H  4.845  1.092  3.026
H  4.045  1.962  4.332
H  1.276  3.477  3.015
H  1.236  2.530  4.494
H  0.104  2.142  3.174
H  2.929  -0.810  3.982
H  1.903  -1.182  2.594
H  1.198  -0.468  4.047
H  3.182  4.420  -0.629
H  2.643  4.610  1.040
H  1.879  5.542  -0.251
H  1.572  2.742  -2.653
H  0.413  4.053  -2.474
H  -0.125  2.380  -2.330
H  -0.487  3.716  1.653
H  -1.430  3.212  0.243
H  -0.655  4.807  0.268
C  -2.649  3.491  3.689
As  -3.088  1.938  2.642
C  -4.006  0.719  3.802
C  -4.293  2.505  1.255
O  -1.696  1.271  2.032
H  -3.521  3.839  4.240
H  -2.299  4.273  3.018
H  -1.852  3.225  4.383
H  -4.849  1.224  4.272
H  -3.318  0.360  4.565
H  -4.355  -0.108  3.186
H  -5.321  2.424  1.607
H  -4.152  1.822  0.420
H  -4.082  3.532  0.965

Computed properties:
lowest unoccupied orbital energy (spin up / spin down) = -2.78 / -4.25 eV
charge = +1
Kohn-Sham gap (spin up / spin down) = 7.23 / 6.42 eV
multiplicity = 2
HOMO level (spin up / spin down) = -10.01 / -10.67 eV


Record 2
Density functional theory data (ωB97M-V/def2-TZVPD) for a molecular structure, C4H6NO3S.

Element x y z (Å)
C  -0.437  1.637  -0.482
C  -0.232  -1.313  0.561
C  -0.193  -1.272  -1.022
C  0.376  -0.111  -0.225
N  0.410  2.478  -0.081
O  2.756  0.471  -1.315
O  -1.569  1.638  -0.906
O  2.205  1.204  1.008
S  2.209  -0.011  -0.032
H  -1.053  -1.202  1.131
H  0.534  -2.079  0.990
H  0.309  -2.051  -1.398
H  -1.106  -1.005  -1.548
H  1.329  1.791  0.775
H  0.183  3.543  -0.202

Computed properties:
lowest unoccupied orbital energy = 3.73 eV
charge = -1
Kohn-Sham gap = 7.90 eV
HOMO level = -4.17 eV


Record 3
Density functional theory data (ωB97M-V/def2-TZVPD) for 16 unconnected molecules or ions with the total composition C2H35O16.

Element x y z (Å)
C  -1.333  -5.229  7.553
C  -1.597  -6.700  7.119
O  -2.792  -6.620  6.465
H  -2.113  -4.819  8.150
H  -1.289  -4.709  6.557
H  -0.316  -5.012  7.928
H  -1.675  -7.317  7.990
H  -0.911  -7.184  6.367
O  -1.366  -9.634  8.348
H  -2.129  -9.536  7.830
H  -1.532  -8.998  9.059
O  0.721  -7.371  9.245
H  -0.225  -7.452  9.208
H  0.795  -6.990  10.171
O  -2.005  -6.828  3.953
H  -1.177  -7.303  3.965
H  -2.223  -6.698  4.914
O  -1.733  -5.117  10.786
H  -0.951  -4.971  10.311
H  -2.473  -5.130  10.177
O  -4.051  -5.697  9.317
H  -4.410  -6.333  10.029
H  -3.775  -6.182  8.545
O  -3.321  -3.947  5.613
H  -3.014  -4.804  5.929
H  -4.206  -3.718  5.790
O  -0.169  -1.711  6.391
H  -0.954  -1.503  5.887
H  -0.586  -2.018  7.212
O  0.618  -5.448  4.527
H  -0.322  -5.500  4.458
H  0.656  -4.696  3.990
O  -4.085  -8.708  9.898
H  -3.846  -9.353  9.223
H  -3.231  -8.412  10.182
O  -1.521  -7.950  10.755
H  -1.296  -7.035  10.913
H  -0.762  -8.461  11.043
O  0.581  -4.106  10.035
H  0.689  -3.988  9.127
H  0.577  -3.211  10.408
O  1.537  -3.931  6.845
H  1.128  -4.607  6.279
H  0.995  -3.166  6.647
O  1.233  -8.146  6.419
H  0.726  -8.886  6.236
H  0.636  -7.588  6.909
O  -3.668  -9.133  7.002
H  -3.264  -8.314  6.700
H  -3.446  -9.848  6.432
O  -5.272  -6.784  5.653
H  -5.549  -5.980  6.118
H  -4.316  -6.735  5.850

Computed properties:
lowest unoccupied orbital energy = 2.40 eV
charge = -1
Kohn-Sham gap = 8.48 eV
HOMO level = -6.08 eV


Record 4
Density functional theory data (ωB97M-V/def2-TZVPD) for a molecular structure, C10H27CrGeNO4SSeSi3.

Element x y z (Å)
Cr  0.540  -0.613  2.642
O  2.625  2.579  3.282
S  2.118  1.276  2.956
O  1.926  0.347  4.119
O  2.844  0.552  1.900
O  0.652  1.353  2.421
C  3.162  -0.808  -1.164
Si  1.436  -1.530  -1.048
C  0.725  -1.781  -2.780
C  1.470  -3.187  -0.183
Ge  0.034  0.082  0.018
Si  -2.287  -0.438  0.248
C  -2.595  -2.282  0.370
C  -3.184  0.205  -1.287
C  -2.996  0.444  1.749
Si  0.374  2.344  -0.637
C  -0.895  3.437  0.206
C  2.100  2.985  -0.329
C  0.057  2.377  -2.502
H  3.881  -1.568  -1.481
H  3.467  -0.411  -0.194
H  3.192  0.008  -1.890
H  1.349  -2.486  -3.339
H  0.683  -0.846  -3.342
H  -0.285  -2.195  -2.733
H  2.141  -3.855  -0.731
H  0.483  -3.654  -0.146
H  1.830  -3.114  0.843
H  -2.307  -2.791  -0.554
H  -3.664  -2.457  0.526
H  -2.050  -2.748  1.191
H  -2.785  -0.242  -2.201
H  -3.090  1.290  -1.371
H  -4.249  -0.039  -1.229
H  -2.413  0.243  2.650
H  -4.025  0.125  1.931
H  -2.991  1.525  1.599
H  -0.780  3.356  1.287
H  -1.914  3.150  -0.064
H  -0.752  4.481  -0.088
H  2.312  3.064  0.736
H  2.200  3.976  -0.783
H  2.853  2.328  -0.768
H  -0.937  2.005  -2.760
H  0.794  1.771  -3.036
H  0.141  3.403  -2.873
Se  -0.842  -5.395  2.924
C  -0.332  -3.694  2.959
N  -0.015  -2.571  2.957

Computed properties:
lowest unoccupied orbital energy (spin up / spin down) = 2.56 / 1.07 eV
charge = -1
Kohn-Sham gap (spin up / spin down) = 7.42 / 6.57 eV
multiplicity = 6
HOMO level (spin up / spin down) = -4.86 / -5.50 eV


So what do the calculations give for energy relative to the best compared isomer or geometry (same formula, charge and spin)? Going down the list: 0.469 3.369 2.014 0.672 eV.
So what do the calculations give for DFT total energy? Going down the list: -11476.011929 -834.645716 -1301.071324 -7542.654907 Eh.